Entry 1:
Density functional theory data (ωB97M-V/def2-TZVPD) for a structure of composition C30H19BrCrO3S.

```
55
C30H19BrCrO3S ωB97M-V/def2-TZVPD
H 0.33 2.24 1.89
C -2.99 4.34 7.08
H -4.68 -2.70 4.07
H -6.12 -1.88 4.13
C -8.44 0.34 5.21
C -1.13 3.55 5.76
C -0.20 1.30 1.87
S -3.95 0.00 2.09
C -5.63 -0.16 5.36
H -3.04 6.46 7.48
C -6.51 -1.02 4.66
H -0.92 6.92 6.25
C -1.54 -1.17 1.75
C -3.01 1.98 6.20
C -0.15 -1.15 1.78
C -3.33 -1.41 5.17
H -9.52 0.54 5.14
H -0.72 -4.28 4.44
H 0.41 -2.07 1.77
H -2.08 -2.10 1.66
H -2.17 2.19 1.92
C -2.30 0.03 1.88
C -2.76 -3.59 4.20
H -3.95 4.14 7.58
C -4.18 -0.26 5.44
C -4.02 6.16 4.72
O -1.73 5.20 2.15
C -1.06 -2.35 5.36
H -8.03 2.08 6.42
C -3.68 -2.58 4.46
H -0.64 2.74 5.22
C -1.44 -3.48 4.65
H -0.04 -2.25 5.73
C -1.30 5.90 6.33
C -2.34 3.26 6.43
C -2.01 5.12 3.28
H -1.68 -0.48 6.22
C -7.61 1.21 5.92
H -8.52 -1.48 4.06
C -0.61 4.85 5.71
Br 2.43 0.12 1.85
Cr -2.67 4.85 5.03
C -6.25 0.95 6.01
C 0.53 0.09 1.84
C -1.59 1.27 1.89
H -3.08 -4.47 3.65
C -3.91 3.73 4.15
C -2.49 5.64 7.02
O -4.68 3.08 3.57
O -4.89 6.86 4.40
H -5.62 1.62 6.60
C -7.88 -0.78 4.60
H 0.31 5.04 5.16
C -3.51 0.92 5.84
C -1.98 -1.35 5.63
```

Values from the calculation:
2S+1: 4
E_HOMO (spin up / spin down): -17.64 / -17.62 eV
Expectation value of S²: 3.790
HOMO-LUMO gap (spin up / spin down): 6.5 / 5.5 eV
E_tot: -146827.957 eV
Total charge: +3

Entry 2:
Density functional theory data (ωB97M-V/def2-TZVPD) for a cluster of 3 separate species, C3H7ClO2S in total.

```
14
C3H7ClO2S ωB97M-V/def2-TZVPD
H 1.80 -1.59 0.10
H 3.07 -0.79 -0.79
C 2.28 -0.67 -0.08
H 0.79 1.27 1.04
H -0.59 1.40 -0.21
H -3.33 1.36 0.58
C 1.06 0.08 -0.61
C 0.37 0.93 0.09
S -1.59 -1.06 0.08
H 0.68 -0.25 -1.52
Cl -3.58 1.91 1.68
O -1.07 -2.14 -0.73
O -2.63 -0.25 -0.51
H 2.73 -0.20 0.86
```

Values from the calculation:
2S+1: 3
E_HOMO (spin up / spin down): -7.76 / -10.47 eV
Expectation value of S²: 2.011
HOMO-LUMO gap (spin up / spin down): 8.6 / 6.2 eV
ΔE to the lowest compared entry with this formula, charge and spin: 0.00 kJ/mol
E_tot: -30672.501 eV

Entry 3:
Density functional theory data (ωB97M-V/def2-TZVPD) for a structure of composition H28MnO15P.

```
45
H28MnO15P ωB97M-V/def2-TZVPD
H -1.66 5.18 -1.82
O -1.60 -2.95 4.44
H -1.34 -0.22 -3.88
O -1.78 3.06 3.40
H 0.35 -3.72 -1.10
H -1.96 -3.74 4.02
H 6.46 1.12 1.42
H 3.31 2.40 4.47
H -1.73 -0.81 -5.24
H -4.73 -2.68 -1.87
H -0.90 0.56 -5.07
H -2.03 2.28 3.88
H -1.70 2.87 2.46
O -1.63 0.02 -4.77
H 2.06 1.77 5.04
H 3.04 2.69 -3.24
O 2.58 1.82 4.25
H -5.08 1.45 -0.27
Mn 2.90 -0.63 2.38
H 3.26 -1.97 -2.22
O 0.06 -0.82 1.48
H -2.27 -2.31 4.70
H -3.71 1.78 -0.82
O -0.82 1.19 0.15
H 0.21 -4.99 -0.15
O -0.89 4.62 -1.85
H -2.35 3.83 3.51
O -0.66 -1.06 -1.02
O 2.63 3.04 -2.45
H -1.09 3.90 -1.25
H 6.40 -0.38 1.19
O 1.39 0.17 -0.15
H -3.28 -2.40 -1.22
O 0.76 -4.53 -0.78
H -4.18 -3.52 -0.63
H -1.10 -2.46 3.78
O 3.74 -2.35 -2.95
H 2.63 2.35 -1.78
H 1.54 -4.33 -0.25
O 5.86 0.37 1.46
P -0.08 -0.13 0.10
O -4.63 1.66 -1.08
H 1.73 3.29 -2.66
H 4.51 -2.76 -2.54
O -4.19 -2.67 -1.08
```

Values from the calculation:
2S+1: 6
E_HOMO (spin up / spin down): -19.19 / -19.19 eV
Expectation value of S²: 8.776
HOMO-LUMO gap (spin up / spin down): 4.1 / 4.3 eV
ΔE to the lowest compared entry with this formula, charge and spin: 600.70 kJ/mol
E_tot: -71710.549 eV
Total charge: +5

Entry 4:
Density functional theory data (ωB97M-V/def2-TZVPD) for a structure of composition C18H26Cl5N8O3V.

```
61
C18H26Cl5N8O3V ωB97M-V/def2-TZVPD
C 0.58 -1.57 -2.57
C 3.88 -2.26 -2.85
C -1.41 5.04 2.34
H 1.79 -0.22 -4.46
H 1.48 -3.37 -0.82
C -2.14 -5.02 1.92
H 0.12 -0.61 -2.80
Cl -3.42 -6.09 1.57
Cl -1.83 -6.39 4.22
C 0.42 2.00 0.04
O 0.33 2.86 -0.80
C 2.25 -2.68 -1.18
H 2.32 -3.80 -4.29
H -1.64 0.18 1.67
H 2.72 -1.59 -5.10
N -3.93 5.16 0.92
C -0.14 2.88 2.32
N 2.87 -3.21 -2.36
C 1.85 -3.39 -3.40
V 0.54 -0.69 0.22
H -3.65 5.15 -1.59
C -0.58 1.92 1.20
H -0.29 0.38 2.55
C -0.05 -3.29 2.50
C -1.29 3.66 2.98
H 3.39 -0.26 -1.22
H 4.35 -2.67 -3.74
H -0.79 4.92 0.30
C -2.78 5.08 0.25
C -0.37 -4.28 3.41
H 3.00 -2.53 -0.40
H -2.19 5.65 2.80
H -0.18 -2.27 -2.20
N 1.58 -1.34 -1.45
H -4.79 5.36 0.43
C -1.42 -5.16 3.12
H 0.55 3.61 1.87
N 3.27 -0.97 -3.17
O -0.41 -2.17 0.46
H -3.95 5.19 1.92
H 2.18 0.54 -2.23
N -2.79 5.08 -1.08
H 0.47 2.34 3.04
O 1.32 1.04 0.12
H -2.23 3.11 2.88
H -1.54 2.25 0.79
C -1.81 -4.01 1.02
N 1.21 -2.11 -3.74
Cl 1.26 -2.19 2.78
H 4.64 -2.12 -2.08
Cl 0.52 -4.44 4.86
H -1.94 5.07 -1.61
H -0.48 5.59 2.49
H -1.11 3.79 4.04
N -0.68 0.50 1.62
H 1.09 -4.09 -3.05
C 2.66 -0.41 -2.01
C 2.25 -1.18 -4.21
N -1.62 4.98 0.89
Cl -2.65 -3.82 -0.46
C -0.77 -3.15 1.31
```

Values from the calculation:
2S+1: 3
E_HOMO (spin up / spin down): -13.58 / -13.62 eV
Expectation value of S²: 2.019
HOMO-LUMO gap (spin up / spin down): 7.0 / 7.5 eV
ΔE to the lowest compared entry with this formula, charge and spin: 89.91 kJ/mol
E_tot: -125440.033 eV
Total charge: +2

Entry 5:
Density functional theory data (ωB97M-V/def2-TZVPD) for a structure of composition C6H18ClF2O6Sr.

```
34
C6H18ClF2O6Sr ωB97M-V/def2-TZVPD
H -18.22 33.46 -19.00
C -16.80 32.95 -20.51
H -22.01 35.77 -22.36
O -17.59 33.34 -21.62
H -15.75 33.15 -20.74
Sr -18.64 35.68 -21.79
F -18.61 34.59 -24.06
C -20.35 38.15 -23.60
O -20.36 34.32 -20.27
H -16.95 31.89 -20.27
H -22.01 35.34 -19.71
C -21.20 36.92 -23.71
H -18.43 38.56 -23.46
H -20.66 38.78 -22.76
H -22.98 33.81 -18.27
H -16.53 33.42 -18.49
H -16.50 35.54 -18.94
H -22.23 37.24 -23.89
C -22.01 33.48 -18.66
H -20.75 35.25 -18.50
C -17.20 33.73 -19.30
Cl -16.00 36.69 -22.73
O -21.30 32.83 -17.61
C -21.28 34.67 -19.26
H -20.82 32.08 -17.97
H -22.25 32.78 -19.48
O -17.14 35.13 -19.52
H -20.50 38.72 -24.54
H -17.43 32.72 -22.34
O -19.00 37.78 -23.47
H -20.13 33.38 -20.21
O -21.13 36.10 -22.54
H -20.87 36.33 -24.57
F -19.33 37.59 -20.37
```

Values from the calculation:
E_HOMO: -4.13 eV
HOMO-LUMO gap: 6.2 eV
ΔE to the lowest compared entry with this formula, charge and spin: 50.22 kJ/mol
E_tot: -37596.612 eV
Total charge: -1

Entry 6:
Density functional theory data (ωB97M-V/def2-TZVPD) for an isolated molecule of C6H9Cl.

```
16
C6H9Cl ωB97M-V/def2-TZVPD
Cl -1.34 -2.69 -1.12
H 0.69 0.66 1.28
H -2.16 -0.49 -0.80
C 1.13 -1.21 -0.41
C -1.38 1.63 0.62
H -1.99 1.58 -0.27
H 1.30 -2.20 -1.01
C -1.24 -1.03 -0.68
H 2.43 0.06 0.71
C -0.16 -0.44 -0.24
H 3.03 -1.55 -0.42
H 0.60 1.56 -0.39
H -1.31 2.76 0.89
C 0.01 0.91 0.29
H -1.93 1.32 1.46
C 2.33 -0.86 0.07
```

Values from the calculation:
SMILES: C=C/C(=C\Cl)CC
E_HOMO: -8.86 eV
HOMO-LUMO gap: 9.8 eV
ΔE to the lowest compared entry with this formula, charge and spin: 137.19 kJ/mol
E_tot: -18887.994 eV

Entry 7:
Density functional theory data (ωB97M-V/def2-TZVPD) for a cluster of 6 separate species, C32H73N3O8 in total.

```
116
C32H73N3O8 ωB97M-V/def2-TZVPD
C 1.51 1.24 -2.99
C 4.90 -1.83 2.37
H -2.79 0.01 1.80
H -1.06 2.47 -7.00
H -1.45 0.94 -6.09
H 4.05 0.93 0.55
C -6.08 -1.44 0.07
H -5.01 -5.08 -3.10
H -1.33 2.77 3.31
H -1.67 0.49 0.00
H 0.54 0.80 -2.69
C 2.02 0.34 -4.08
H 0.79 -1.15 3.60
H -4.16 0.09 -0.53
H -0.48 -0.61 -0.74
C -2.24 -0.49 2.56
H 1.47 0.23 1.87
H -0.34 1.72 2.27
C 4.03 -0.67 2.04
H -2.94 -1.17 3.08
C 4.75 0.22 1.02
C 0.58 1.78 -5.82
H 3.67 -4.01 -0.05
H -3.13 -0.07 4.96
H 5.37 -2.40 0.32
H 1.26 -3.81 0.06
C -5.66 -0.07 0.66
C 1.23 -2.93 0.69
C -1.54 -0.29 -0.74
N -0.61 0.01 4.34
C 1.25 2.67 -3.50
H 1.25 -0.25 -6.04
H 5.73 -3.63 1.51
H -4.01 -2.23 -4.67
O -4.74 -4.48 -3.77
H 5.52 0.82 1.53
C -2.85 0.89 4.55
N 2.73 -1.23 1.59
H 2.97 0.76 -4.44
H 4.49 -2.40 3.22
H -6.60 0.44 0.87
C 0.78 2.07 5.08
H 2.66 -0.70 -0.91
H -1.75 0.17 -1.72
H 5.90 -1.48 2.65
C -2.43 1.76 5.70
H -3.65 1.32 3.97
H -0.73 4.26 -4.81
H 0.04 -0.10 -4.86
H 3.20 -4.00 1.64
H -1.48 -1.03 2.00
H -1.63 0.18 6.71
C -4.98 -3.19 -3.07
H 1.37 3.64 -1.55
H -4.24 -1.20 -3.20
H 2.38 4.44 -4.04
H 5.24 -0.38 0.25
H 4.86 0.61 3.50
H -6.27 -1.34 -1.00
C 5.00 -2.84 1.26
H 1.28 2.06 4.15
O 0.47 -0.23 3.43
H -5.05 -3.26 -2.00
H -2.04 2.02 1.93
C 0.96 0.37 -5.19
H 3.22 2.90 -4.55
H 3.22 0.97 3.15
H -5.98 -2.87 -3.36
C 1.70 2.24 -6.79
C -1.70 0.59 3.57
C 2.63 -2.24 0.53
H -2.25 2.78 5.30
H -5.19 -0.25 1.65
O 1.94 -0.09 1.09
N 0.29 2.63 -4.65
H 0.11 2.91 5.13
H 1.82 3.30 -6.66
C -1.31 1.83 2.73
H 2.41 -2.31 -1.61
O -2.64 -2.38 -3.13
H 3.58 -0.44 4.18
H 1.45 2.07 -7.83
H 2.06 1.30 -2.05
H 4.01 -1.70 -1.12
H 0.33 -2.39 0.38
C -0.69 1.49 -6.65
O -5.11 -2.42 0.30
H 0.00 2.59 -1.82
H -6.97 -1.81 0.61
C 0.62 3.35 -2.29
H 0.06 4.26 -2.54
H -2.46 -3.30 -3.41
C 0.84 -0.11 6.29
H -0.47 0.88 -7.54
H -2.58 -1.86 -1.35
H 1.71 -0.55 5.79
H 2.12 -0.68 -3.69
O -4.84 0.69 -0.17
C 2.93 -1.75 -0.88
H -0.88 1.68 7.27
H -3.24 1.84 6.45
H 1.57 2.32 5.78
H 1.01 -3.18 1.73
C 3.87 0.14 3.31
H 2.64 1.69 -6.56
H -4.22 -2.08 0.20
H 1.20 0.36 7.22
H 3.14 3.47 -2.84
O -2.54 -1.28 -0.56
C 2.61 3.40 -3.78
O 0.12 4.01 -5.17
C -1.22 1.14 6.39
H 0.17 -0.88 6.70
C -0.03 0.77 5.44
C -4.00 -2.19 -3.57
C 3.63 -3.39 0.85
```

Values from the calculation:
SMILES: CC1(C)CCCC(C)(C)N1O.CC1(C)CCCC(C)(C)N1O.CC1(C)CCCC(C)(C)N1O.OCCO.OCCO.CO
E_HOMO: -8.69 eV
HOMO-LUMO gap: 9.2 eV
ΔE to the lowest compared entry with this formula, charge and spin: 0.00 kJ/mol
E_tot: -55213.338 eV

Entry 8:
Density functional theory data (ωB97M-V/def2-TZVPD) for an isolated molecule of C4H10N2S2.

```
18
C4H10N2S2 ωB97M-V/def2-TZVPD
H 2.66 0.24 0.53
H 2.41 0.41 -1.48
H 0.76 -1.47 -1.29
C 1.16 -1.10 -0.34
H 1.25 -2.05 0.14
C 2.48 -0.37 -0.58
N 0.14 -0.27 0.35
H -1.48 3.30 -0.16
C -1.34 2.23 0.30
S -2.40 1.08 -0.67
N -0.99 -0.91 0.53
S -3.36 -1.69 -0.19
C -2.13 -0.50 -0.11
H -1.04 -1.93 0.72
H -0.15 1.79 0.40
H 3.22 -1.32 -0.75
H 0.56 0.14 1.17
H -1.74 2.41 1.45
```

Values from the calculation:
SMILES: CCNNC(=S)SC
E_HOMO: -8.13 eV
HOMO-LUMO gap: 8.6 eV
ΔE to the lowest compared entry with this formula, charge and spin: 350.34 kJ/mol
E_tot: -28957.372 eV